[1]
C45H35ClIrO4P2S3 | ωB97M-V/def2-TZVPD

Last column: Löwdin charge in e.
Geometry (Å):
1 Ir -0.191 -1.344 0.227  0.64
2 O 0.305 -2.857 3.077  -0.39
3 S 0.708 -1.736 2.237  0.71
4 C 0.528 -0.232 3.192  -0.34
5 C 1.235 -0.092 4.376  -0.04
6 C 1.068 1.062 5.123  -0.04
7 C 0.191 2.051 4.692  -0.04
8 C -0.530 1.888 3.519  -0.06
9 C -0.369 0.737 2.753  -0.35
10 P -1.323 0.422 1.233  0.98
11 C -2.931 -0.192 1.808  -0.38
12 C -3.268 -0.259 3.155  -0.06
13 C -4.500 -0.773 3.537  -0.06
14 C -5.398 -1.218 2.580  -0.06
15 C -5.060 -1.168 1.233  -0.07
16 C -3.828 -0.669 0.847  -0.20
17 C -1.674 2.070 0.558  -0.32
18 C -0.652 3.016 0.522  -0.09
19 C -0.888 4.282 0.019  -0.05
20 C -2.146 4.617 -0.463  -0.06
21 C -3.170 3.685 -0.422  -0.06
22 C -2.941 2.417 0.094  -0.06
23 C 2.463 -1.839 1.962  -0.38
24 C 3.228 -2.568 2.857  -0.05
25 C 4.589 -2.682 2.622  -0.04
26 C 5.151 -2.081 1.504  -0.04
27 C 4.362 -1.372 0.608  -0.04
28 C 2.994 -1.245 0.822  -0.34
29 P 1.858 -0.336 -0.307  0.98
30 C 2.302 1.382 0.082  -0.34
31 C 2.234 2.377 -0.894  -0.10
32 C 2.565 3.683 -0.574  -0.07
33 C 2.943 4.015 0.721  -0.07
34 C 3.014 3.030 1.695  -0.06
35 C 2.710 1.715 1.373  -0.09
36 C 2.518 -0.617 -1.974  -0.33
37 C 1.865 -1.450 -2.878  -0.10
38 C 2.400 -1.669 -4.139  -0.05
39 C 3.587 -1.058 -4.510  -0.06
40 C 4.237 -0.214 -3.621  -0.06
41 C 3.703 0.013 -2.363  -0.10
42 H 1.913 -0.868 4.707  0.12
43 H 1.622 1.192 6.043  0.12
44 H 0.063 2.951 5.277  0.12
45 H -1.218 2.658 3.192  0.12
46 H -2.578 0.086 3.914  0.10
47 H -4.755 -0.824 4.587  0.11
48 H -6.358 -1.615 2.882  0.11
49 H -5.753 -1.528 0.484  0.11
50 H -3.553 -0.666 -0.203  0.10
51 H 0.327 2.771 0.907  0.08
52 H -0.087 5.009 0.004  0.11
53 H -2.330 5.607 -0.860  0.11
54 H -4.157 3.942 -0.784  0.11
55 H -3.761 1.716 0.136  0.10
56 H 2.752 -3.064 3.693  0.12
57 H 5.206 -3.255 3.301  0.12
58 H 6.211 -2.181 1.316  0.12
59 H 4.816 -0.940 -0.272  0.10
60 H 1.899 2.131 -1.891  0.11
61 H 2.518 4.448 -1.338  0.12
62 H 3.195 5.038 0.967  0.11
63 H 3.321 3.278 2.703  0.11
64 H 2.799 0.952 2.136  0.10
65 H 0.926 -1.915 -2.616  0.05
66 H 1.878 -2.314 -4.833  0.11
67 H 4.001 -1.229 -5.496  0.11
68 H 5.156 0.279 -3.909  0.11
69 H 4.205 0.701 -1.695  0.11
70 C -2.379 -5.892 0.335  -0.05
71 O -1.088 -5.400 -0.083  -0.14
72 C -0.850 -4.125 0.025  -1.16
73 S -1.944 -2.974 0.598  0.76
74 S 0.664 -3.528 -0.452  0.74
75 H -2.358 -6.955 0.128  0.10
76 H -3.165 -5.403 -0.238  0.09
77 H -2.511 -5.705 1.399  0.10
78 Cl -3.856 0.550 -7.422  0.69
79 C -2.977 0.383 -5.939  -0.66
80 C -2.135 1.406 -5.529  -0.09
81 C -1.435 1.265 -4.344  0.00
82 C -1.576 0.115 -3.575  -0.13
83 C -2.427 -0.900 -3.999  -0.01
84 C -3.131 -0.771 -5.185  -0.09
85 C -0.794 -0.004 -2.309  -0.60
86 O -1.049 -1.077 -1.619  -0.29
87 O -0.003 0.867 -1.962  -0.02
88 H -2.034 2.295 -6.136  0.11
89 H -0.770 2.046 -3.999  0.12
90 H -2.532 -1.792 -3.398  0.12
91 H -3.794 -1.552 -5.529  0.11

Its total charge is +1. As for the orbital gap: 8.2 eV. As for the energy relative to the best compared isomer or geometry (same formula, charge and spin): 0.0 kJ/mol.

=====

[2]
C16H10Cl5LuN4O8S2 | ωB97M-V/def2-TZVPD

Last column: natural (NBO) charge in e.
Geometry (Å):
1 Lu -0.075 -0.822 0.689  1.73
2 C 2.123 0.171 -3.336  -0.68
3 C 1.357 0.449 -2.074  0.20
4 N 1.788 0.298 -0.885  -0.19
5 N 3.040 -0.059 -0.563  -0.44
6 C 3.112 -0.800 0.706  0.39
7 N 4.506 -1.001 1.018  -0.86
8 S 2.255 0.095 1.988  -0.43
9 C -0.074 0.824 -2.178  0.20
10 C -0.737 0.875 -3.402  -0.24
11 C -2.085 1.176 -3.427  -0.15
12 C -2.738 1.451 -2.237  -0.26
13 C -2.006 1.381 -1.064  0.10
14 N -0.716 1.066 -1.028  -0.46
15 H 3.166 -0.061 -3.131  0.21
16 H 2.095 1.028 -4.012  0.21
17 H 1.667 -0.690 -3.831  0.25
18 H 3.588 -0.504 -1.294  0.34
19 H 4.824 -1.836 0.533  0.35
20 H 4.545 -1.207 2.008  0.39
21 H -0.218 0.628 -4.317  0.22
22 H -2.627 1.162 -4.364  0.20
23 H -3.800 1.653 -2.207  0.21
24 H -2.471 1.562 -0.102  0.21
25 O -0.778 -2.258 -3.089  -0.67
26 C -0.839 -2.023 -1.890  0.70
27 O 0.158 -1.925 -1.087  -0.84
28 C -2.202 -1.714 -1.185  0.69
29 O -3.265 -1.860 -1.766  -0.65
30 O -2.045 -1.264 0.015  -0.84
31 O 2.800 -3.008 2.643  -0.98
32 S 1.861 -3.030 1.552  2.61
33 O 1.706 -4.303 0.908  -0.97
34 O 0.558 -2.402 1.883  -1.04
35 O 2.485 -2.090 0.365  -0.77
36 Cl -2.297 -1.458 2.998  0.08
37 C -2.029 0.252 3.139  -0.08
38 C -1.113 0.797 2.238  -0.39
39 C -0.881 2.166 2.422  -0.07
40 Cl 0.204 2.974 1.337  0.03
41 C -1.497 2.927 3.415  -0.11
42 Cl -1.139 4.610 3.598  0.00
43 C -2.422 2.326 4.264  -0.10
44 Cl -3.225 3.257 5.479  0.00
45 C -2.698 0.972 4.120  -0.09
46 Cl -3.862 0.212 5.152  0.00

Its total charge is -2. As for the orbital gap: 6.2 eV. As for the energy relative to the best compared isomer or geometry (same formula, charge and spin): 80.2 kJ/mol.

=====

[3]
C38H43N2 | ωB97M-V/def2-TZVPD

Last column: Löwdin charge in e.
Geometry (Å):
1 C -6.107 -0.427 -0.635  -0.04
2 C -4.689 -0.159 -1.039  -0.25
3 C -4.169 1.131 -0.923  0.01
4 C -2.849 1.416 -1.267  -0.19
5 C -2.345 2.820 -1.130  -0.04
6 C -2.035 0.377 -1.744  -0.13
7 N -0.697 0.693 -2.156  0.02
8 C 0.448 0.233 -1.653  0.01
9 N 1.517 0.755 -2.269  0.02
10 C 2.870 0.425 -2.024  -0.13
11 C 3.218 -0.966 -1.903  -0.24
12 C 2.270 -1.983 -2.026  0.05
13 C 4.582 -1.260 -1.586  -0.01
14 C 5.525 -0.261 -1.395  -0.27
15 C 6.944 -0.597 -1.030  -0.04
16 C 5.127 1.079 -1.507  -0.01
17 C 3.807 1.434 -1.796  -0.20
18 C 3.445 2.891 -1.811  -0.04
19 C 1.077 1.656 -3.349  -0.06
20 C -0.416 1.539 -3.335  -0.06
21 C -2.527 -0.932 -1.869  -0.20
22 C -1.676 -2.043 -2.399  -0.03
23 C -3.856 -1.179 -1.508  0.00
24 H -6.468 -1.363 -1.075  0.09
25 H -6.201 -0.512 0.456  0.07
26 H -6.764 0.392 -0.958  0.09
27 H -4.809 1.941 -0.564  0.13
28 H -1.294 2.871 -0.818  0.08
29 H -2.469 3.389 -2.063  0.09
30 H -2.939 3.342 -0.368  0.09
31 H 2.536 -2.977 -1.664  0.07
32 H 0.503 -0.363 -0.726  0.08
33 H 1.444 -1.893 -2.727  0.05
34 H 4.880 -2.306 -1.476  0.13
35 H 7.599 0.267 -1.193  0.08
36 H 7.032 -0.889 0.027  0.07
37 H 7.320 -1.435 -1.631  0.09
38 H 5.869 1.866 -1.352  0.12
39 H 4.151 3.452 -1.184  0.09
40 H 3.519 3.321 -2.822  0.09
41 H 2.440 3.082 -1.415  0.08
42 H 1.399 2.674 -3.132  0.10
43 H 1.508 1.353 -4.308  0.15
44 H -0.790 1.054 -4.246  0.14
45 H -0.915 2.501 -3.220  0.11
46 H -2.276 -2.961 -2.448  0.09
47 H -1.309 -1.837 -3.416  0.10
48 H -0.807 -2.254 -1.761  0.06
49 H -4.256 -2.191 -1.602  0.13
50 C 5.747 0.154 2.626  -0.04
51 C 4.349 -0.165 2.203  -0.26
52 C 4.059 -1.413 1.647  -0.03
53 C 2.787 -1.702 1.183  -0.03
54 C 1.760 -0.746 1.269  -0.22
55 C 0.433 -1.048 0.712  -0.10
56 C -0.739 -0.564 1.402  -0.07
57 C -1.908 -1.270 1.457  -0.02
58 C -3.032 -0.943 2.295  -0.22
59 C -4.255 -1.642 2.139  -0.04
60 C -5.355 -1.350 2.929  -0.05
61 C -5.277 -0.365 3.924  -0.27
62 C -6.470 -0.086 4.781  -0.05
63 C -4.075 0.334 4.092  -0.03
64 C -2.970 0.061 3.295  -0.01
65 C 2.039 0.496 1.871  -0.01
66 C 3.316 0.767 2.348  -0.02
67 H 5.758 1.003 3.317  0.08
68 H 6.205 -0.707 3.126  0.09
69 H 6.382 0.412 1.768  0.08
70 H 4.853 -2.155 1.558  0.13
71 H 2.569 -2.666 0.716  0.11
72 H 0.339 -2.067 0.311  0.13
73 H -0.653 0.387 1.936  0.10
74 H -2.010 -2.158 0.825  0.12
75 H -4.305 -2.438 1.390  0.12
76 H -6.291 -1.899 2.795  0.12
77 H -6.267 0.733 5.476  0.08
78 H -7.338 0.188 4.169  0.09
79 H -6.759 -0.968 5.367  0.09
80 H -4.010 1.093 4.874  0.12
81 H -2.029 0.586 3.457  0.11
82 H 1.250 1.250 1.948  0.11
83 H 3.530 1.721 2.832  0.12

Its total charge is +1. As for the orbital gap: 3.3 eV. As for the energy relative to the best compared isomer or geometry (same formula, charge and spin): 297.3 kJ/mol.

=====

no.,calculated total energy (eV)
1,-121867.290
2,-157005.317
3,-43075.230